1.
Computed, not measured: an isolated ion of composition C6H10N3O2 and charge +1 at a distorted geometry, with ωB97M-V/def2-TZVPD.

The value obtained for the maximum force is 3.8 eV/Å. For the HOMO-LUMO gap, the calculation gives 9.40 eV. The value obtained for the calculated total energy is -549.0938 Ha. Its net charge is +1. The value obtained for the lowest unoccupied orbital energy is -3.4 eV. The SMILES is COC(=O)[C@H]([NH3+])c1cnc[nH]1.

The geometry in XYZ format:
```
21
C6H10N3O2, DFT ωB97M-V/def2-TZVPD
C 2.743 0.881 1.185
O 1.345 0.733 0.975
C 0.840 -0.457 0.731
O 1.318 -1.532 0.439
C -0.771 -0.361 0.565
N -1.125 -1.819 0.494
C -1.022 0.327 -0.730
C -0.581 -0.048 -1.980
N -1.119 0.812 -2.849
C -1.797 1.761 -2.220
N -1.769 1.459 -0.892
H 2.978 1.972 1.012
H 3.236 0.486 0.253
H 3.081 0.601 2.182
H -1.220 0.097 1.410
H -0.914 -2.182 1.372
H -0.494 -2.232 -0.238
H -2.117 -2.123 0.205
H -0.125 -0.985 -2.377
H -2.454 2.451 -2.784
H -1.971 2.358 -0.360
```

2.
Computed, not measured: C6H10N3O2S as an isolated structure at a distorted geometry, with ωB97M-V/def2-TZVPD.

The value obtained for the maximum force is 5.7 eV/Å. For the HOMO-LUMO gap, the calculation gives 10.15 eV. The value obtained for the calculated total energy is -947.1778 Ha. Its net charge is +1. The value obtained for the lowest unoccupied orbital energy is -4.3 eV.

The geometry in XYZ format:
```
22
C6H10N3O2S, DFT ωB97M-V/def2-TZVPD
C 0.909 2.003 0.244
C 0.152 -0.484 0.745
C -0.025 -2.080 2.429
C -1.440 -1.715 1.845
C 0.289 2.138 -3.011
C 1.005 0.787 -0.532
N 0.932 2.856 1.019
N 0.913 -1.184 1.522
N -1.081 -0.700 0.857
O 0.200 -0.405 -2.748
O -1.523 0.778 -1.423
S -0.163 0.762 -1.994
H 0.283 -1.704 3.414
H 0.018 -3.165 2.435
H -1.919 -2.372 1.196
H -2.019 -1.364 2.765
H -0.400 2.120 -3.820
H 0.541 3.002 -2.442
H 1.234 1.808 -3.611
H 2.054 0.362 -0.621
H 1.843 -1.157 1.618
H -1.803 -0.285 0.112
```

3.
Computed, not measured: one molecule with the formula C6H10N4 at a distorted geometry, with ωB97M-V/def2-TZVPD.

The value obtained for the maximum force is 5.9 eV/Å. For the HOMO-LUMO gap (alpha / beta), the calculation gives 9.32 / 6.85 eV. The value obtained for the calculated total energy is -453.4170 Ha. Its net charge is 0. The value obtained for the lowest unoccupied orbital energy (alpha / beta) is 0.7 / -0.4 eV.

The geometry in XYZ format:
```
20
C6H10N4, DFT ωB97M-V/def2-TZVPD
C 3.141 0.713 0.064
C 2.649 -0.538 -0.122
C 0.991 0.879 0.056
C 0.338 -1.546 0.037
C -1.071 -1.304 0.547
C -2.214 2.005 -0.251
N 2.049 1.603 0.229
N 1.294 -0.426 -0.061
N -1.875 -0.306 0.004
N -1.697 0.905 0.473
H 4.117 0.982 0.104
H 2.967 -1.527 -0.439
H 0.926 -2.367 0.574
H 0.177 -1.891 -1.082
H -1.687 -2.334 0.625
H -0.845 -1.108 1.535
H -2.995 2.443 0.236
H -1.244 2.664 -0.388
H -2.562 1.515 -1.288
H -2.458 -0.360 -0.852
```

4.
Computed, not measured: one molecule with the formula C6H10N4O at a distorted geometry, with ωB97M-V/def2-TZVPD.

The value obtained for the maximum force is 3.2 eV/Å. For the HOMO-LUMO gap, the calculation gives 8.60 eV. The value obtained for the calculated total energy is -528.8825 Ha. Its net charge is 0. The value obtained for the lowest unoccupied orbital energy is 0.6 eV. The SMILES is CCN(C(N)=O)c1cnc[nH]1.

The geometry in XYZ format:
```
21
C6H10N4O, DFT ωB97M-V/def2-TZVPD
C -1.517 -0.853 -0.655
C 0.030 -0.774 -0.855
N 0.612 0.360 -0.102
C 0.634 1.721 -0.456
N -0.071 1.968 -1.648
O 1.061 2.712 0.155
C 1.035 0.000 1.234
C 0.982 -1.163 1.976
N 1.612 -0.959 3.162
C 1.981 0.303 3.182
N 1.678 0.891 2.011
H -2.193 -0.078 -1.057
H -1.690 -1.753 -1.184
H -1.652 -1.090 0.413
H 0.499 -1.772 -0.679
H 0.437 -0.514 -1.863
H -0.420 1.298 -2.311
H -0.645 2.745 -1.720
H 0.491 -2.040 1.663
H 2.491 0.946 3.831
H 1.590 1.809 1.578
```

5.
Computed, not measured: a 2-piece molecular cluster, C6H10N4O2 overall at a distorted geometry, with ωB97M-V/def2-TZVPD.

The value obtained for the maximum force is 7.3 eV/Å. For the HOMO-LUMO gap, the calculation gives 8.24 eV. The value obtained for the calculated total energy is -603.7421 Ha. Its net charge is 0. The value obtained for the lowest unoccupied orbital energy is -1.9 eV.

The geometry in XYZ format:
```
22
C6H10N4O2, DFT ωB97M-V/def2-TZVPD
C -4.158 0.888 0.422
C -2.427 -0.394 0.015
C 1.492 1.573 0.555
C 1.887 -0.929 0.970
C 1.523 -0.153 -1.444
C 1.105 0.118 0.115
N -5.115 1.484 0.530
N -0.323 -0.215 0.268
N -2.612 -1.688 -0.046
N -1.260 0.361 -0.239
O -1.345 1.410 -0.855
O -1.789 -2.554 -0.292
H 0.964 2.281 -0.038
H 1.402 1.756 1.685
H 2.654 1.679 0.169
H 2.091 -1.875 0.666
H 1.567 -0.872 1.943
H 2.933 -0.431 0.983
H 0.982 0.653 -2.041
H 2.564 0.256 -1.657
H 1.399 -1.188 -1.684
H -3.531 -2.163 -0.024
```

6.
Computed, not measured: an isolated ion of composition C6H10NO and charge +1 at a distorted geometry, with ωB97M-V/def2-TZVPD.

The value obtained for the maximum force is 4.7 eV/Å. For the HOMO-LUMO gap, the calculation gives 8.79 eV. The value obtained for the calculated total energy is -364.1959 Ha. Its net charge is +1. The value obtained for the lowest unoccupied orbital energy is -6.2 eV.

The geometry in XYZ format:
```
18
C6H10NO, DFT ωB97M-V/def2-TZVPD
C -0.184 -0.339 0.329
C 1.137 -0.360 0.100
C -0.704 1.082 0.261
C -1.072 -1.579 0.422
C 2.431 -1.038 0.072
C -1.570 1.532 -0.863
N 0.372 1.916 0.152
O 1.486 1.342 0.026
H -1.115 1.412 1.251
H -2.040 -1.333 -0.101
H -1.288 -1.739 1.536
H -0.523 -2.357 -0.179
H 2.955 -1.305 -0.858
H 2.274 -1.928 0.711
H 3.073 -0.368 0.661
H -2.645 1.039 -0.894
H -0.900 1.372 -1.742
H -1.686 2.650 -0.885
```